--- one ---
Entry from the Open Molecules 2025 dataset: a molecular structure, CH4I2Si (the ωB97M-V functional and the def2-TZVPD basis).

Computed properties:
highest occupied orbital energy	-8.92	eV
LUMO	-1.6	eV

Structure (ORCA input):
```
! RIJCOSX wB97M-V def2-TZVPD def2/J DEFGRID3
* xyz 0 1
I -3.6339 -1.5148 -0.1247
H -0.2308 -0.7594 0.9811
H 0.5175 0.7108 1.3694
Si -1.1879 0.6080 -0.6609
H 1.1229 -0.2428 -0.0540
H -1.2403 0.6548 -2.0925
I -1.9818 2.8513 0.1381
C 0.2092 0.1259 0.5538
*
```

***

--- two ---
Entry from the Open Molecules 2025 dataset: 2 unconnected molecules or ions with the total composition CH4I2Si (the ωB97M-V functional and the def2-TZVPD basis).

Computed properties:
highest occupied orbital energy	-8.29	eV
LUMO	-2.0	eV

Structure (ORCA input):
```
! RIJCOSX wB97M-V def2-TZVPD def2/J DEFGRID3
* xyz 0 1
I 3.1385 1.5465 0.0499
H -1.8654 0.0707 0.0665
H -0.6271 1.3770 0.3261
H -0.8145 0.1703 1.5022
Si 0.2475 -0.5912 -0.5805
C -0.9945 0.4015 0.4950
H -0.0153 -0.1799 -1.9382
I 0.9309 -2.7950 0.0791
*
```

***

So which one is most stable? That would be one, about 65.4 kJ/mol below the next structure.

***

--- one ---
Entry from the Open Molecules 2025 dataset: C7H11NO3S in the gas phase (the ωB97M-V functional and the def2-TZVPD basis).

Computed properties:
highest occupied orbital energy (alpha / beta)	-8.56 / -8.56	eV
LUMO (alpha / beta)	-2.0 / -2.0	eV

Structure (ORCA input):
```
! RIJCOSX wB97M-V def2-TZVPD def2/J DEFGRID3
* xyz 0 1
N 3.8835 0.5078 1.2517
H -2.0060 2.0015 -0.3019
C -0.3191 0.3957 -0.1098
H -3.2647 -0.9966 -1.2433
S 3.6934 -0.1887 -0.0772
O 1.5264 1.9123 -0.2097
H -0.3002 2.5513 0.4044
C -2.0823 -0.8096 1.2420
C -1.7729 0.0320 -0.0624
H 3.5132 1.4541 1.3751
H -1.4828 -1.7389 1.1997
C 0.2992 1.6324 0.0169
C 1.9526 -0.4760 -0.4741
H 0.3699 -1.6531 -0.1650
H -3.1745 -1.0210 1.2276
C 0.6831 -0.6352 -0.3431
H -1.6446 -1.8561 -1.1823
O -2.4854 1.2522 0.1308
H 4.2386 0.3840 -1.2067
H -1.8439 -0.1485 2.1754
C -2.1764 -0.7895 -1.2582
H -1.8373 -0.2660 -2.2717
O 4.2303 -1.5442 -0.1182
*
```

***

--- two ---
Entry from the Open Molecules 2025 dataset: C7H11NO3S in the gas phase (the ωB97M-V functional and the def2-TZVPD basis).

Computed properties:
highest occupied orbital energy	-8.51	eV
LUMO	0.6	eV

Structure (ORCA input):
```
! RIJCOSX wB97M-V def2-TZVPD def2/J DEFGRID3
* xyz 0 1
H -1.0605 -1.7941 0.9334
H 0.8857 1.4984 2.0183
H 3.3983 0.6821 1.2670
C 2.4060 0.4037 1.0344
H -2.4945 1.1346 -3.2172
C 1.2259 0.5303 1.9824
C -1.7511 0.3925 -2.9777
H -1.4782 -1.0760 2.3626
S -1.4058 0.9318 0.9472
C 0.1108 -0.1475 1.1639
N -1.2395 1.1759 -0.7515
O -2.2607 -0.8232 -0.8610
O -0.9586 2.2391 1.5067
H -0.8143 0.8610 -3.1082
C -1.7565 0.0874 -1.4942
H -1.3244 2.1203 -1.0149
C 1.9164 -0.0089 -0.1344
O 0.6531 -0.4356 -0.1241
H -1.8798 -0.5785 -3.3566
H -0.0775 -2.0904 2.4844
H 1.4985 0.0327 3.0085
H 2.2599 -0.1996 -1.1745
C -0.6483 -1.3725 1.7474
*
```

***

So which one is most stable? That would be two, about 456.7 kJ/mol below the next structure.